[1]
38
Properties=species:S:1:pos:R:3 method="wB97M-V/def2-TZVPD" homo_ev=-2.83 e_lumo_ev=2.34 e_tot_ev=-34315.594 e_above_lowest_ev=0.341 gap_ev=5.2 total_charge=-1
C -3.60 -4.25 -3.09
S -3.94 -2.80 -2.11
C -2.49 -1.79 -2.59
C -2.35 -0.59 -1.62
C -2.85 0.71 -2.20
O -1.91 -0.77 -0.49
H -4.38 -4.98 -2.83
H -3.67 -4.05 -4.17
H -2.63 -4.67 -2.83
H -1.58 -2.41 -2.52
H -2.70 -1.44 -3.61
H -3.68 0.51 -2.89
H -3.19 1.36 -1.39
H -2.03 1.18 -2.75
C -0.84 5.14 1.84
C 0.37 4.33 1.45
O 0.05 2.94 1.62
C 1.07 2.12 1.20
C 0.76 0.71 1.39
C 1.81 -0.22 1.42
C 3.09 0.01 0.81
C 4.07 -0.97 0.75
C 3.86 -2.22 1.36
C 4.86 -3.24 1.24
N 5.68 -4.08 1.15
C 2.66 -2.45 2.06
C 1.66 -1.48 2.09
O 2.09 2.62 0.74
H -0.59 6.20 1.84
H -1.65 4.99 1.12
H -1.20 4.86 2.83
H 0.62 4.50 0.40
H 1.24 4.61 2.06
H -0.17 0.49 1.89
H 3.28 1.00 0.40
H 5.00 -0.77 0.21
H 2.52 -3.42 2.54
H 0.75 -1.67 2.67

***

[2]
34
Properties=species:S:1:pos:R:3 method="wB97M-V/def2-TZVPD" homo_ev=-8.68 e_lumo_ev=0.84 e_tot_ev=-17894.055 e_above_lowest_ev=0.617 gap_ev=9.5 total_charge=0
C 0.78 -0.98 -3.08
C 0.09 -2.15 -2.38
C 1.51 -0.04 -2.16
C 1.86 1.22 -2.70
C 1.94 -0.33 -0.88
C 2.61 2.12 -1.98
C 2.75 0.58 -0.19
C 3.11 1.79 -0.73
O 4.02 2.58 -0.09
H 1.42 -1.45 -3.82
H 0.03 -0.47 -3.67
H 0.76 -2.64 -1.67
H 1.65 1.42 -3.74
H 1.81 -1.31 -0.45
H 2.90 3.03 -2.49
H 3.18 0.32 0.76
H 3.67 3.45 0.13
H -0.15 -2.98 -3.05
H -0.85 -1.85 -1.93
C -3.58 0.26 3.95
C -2.21 -0.44 0.45
C -0.88 -0.68 0.74
C -3.12 -0.12 1.46
C -2.70 -0.04 2.78
C -0.43 -0.47 2.03
C -1.33 -0.23 3.05
H -2.60 -0.45 -0.55
H -0.21 -0.89 -0.07
H -4.10 0.19 1.14
H 0.62 -0.56 2.28
H -4.52 -0.28 3.92
H -3.90 1.31 3.97
H -1.03 0.00 4.04
H -3.12 0.08 4.92

***

[3]
34
Properties=species:S:1:pos:R:3 method="wB97M-V/def2-TZVPD" homo_ev=-8.15 e_lumo_ev=0.77 e_tot_ev=-17891.543 e_above_lowest_ev=3.129 gap_ev=8.9 total_charge=0
C 1.97 1.16 -3.56
C -1.23 -0.73 -1.29
C -0.44 -1.52 -2.18
C -0.86 0.52 -1.05
C 0.43 -0.86 -3.10
C 0.27 1.15 -1.64
C 0.79 0.50 -2.74
H -2.00 -1.27 -0.74
H -0.85 -2.49 -2.15
H -1.25 1.02 -0.16
H 0.77 -1.43 -3.92
H 0.63 2.08 -1.29
H 2.88 0.32 -3.61
H 2.48 2.05 -3.31
H 1.39 1.41 -4.42
C 1.72 -1.32 0.87
C 3.19 -0.62 0.63
C 0.60 -0.51 1.48
C -0.42 -1.33 2.02
C 0.41 0.87 1.39
C -1.69 -0.79 2.30
C -0.81 1.47 1.84
C -1.84 0.68 2.37
O -3.03 1.30 2.70
H 1.23 -1.58 -0.10
H 1.93 -2.11 1.53
H 3.72 -1.24 -0.13
H -0.24 -2.39 2.23
H 1.22 1.53 1.08
H -2.40 -1.39 2.75
H -0.83 2.57 1.85
H -3.71 0.60 2.81
H 3.77 -0.60 1.54
H 2.96 0.49 0.41

***

[4]
41
Properties=species:S:1:pos:R:3 method="wB97M-V/def2-TZVPD" homo_ev=-15.70 e_lumo_ev=-7.90 e_tot_ev=-97732.333 e_above_lowest_ev=0.000 gap_ev=7.8 total_charge=+2
Au 0.15 -0.83 -0.30
O 0.19 -4.82 -0.68
C 0.40 -3.67 -0.38
N -0.55 -2.68 -0.43
C -1.79 -2.86 -1.16
C -2.48 -1.54 -1.24
C -3.80 -1.40 -1.66
C -4.32 -0.14 -1.87
C -3.52 0.98 -1.66
C -2.23 0.79 -1.22
N -1.74 -0.44 -0.98
C 1.72 -3.16 0.13
C 2.76 -4.00 0.43
C 3.98 -3.44 0.78
C 4.12 -2.07 0.80
C 3.04 -1.27 0.50
N 1.85 -1.82 0.19
H -2.42 -3.59 -0.64
H -1.62 -3.25 -2.17
H -4.38 -2.29 -1.85
H -5.34 -0.03 -2.22
H -3.88 1.98 -1.85
H -1.56 1.61 -1.03
H 2.60 -5.07 0.35
H 4.82 -4.08 1.02
H 5.07 -1.60 1.05
H 3.08 -0.19 0.51
C -1.38 3.63 1.12
As 0.43 3.00 1.12
C 1.29 3.58 -0.49
C 1.32 3.76 2.63
S 0.56 0.85 1.40
H -1.37 4.72 1.07
H -1.86 3.32 2.05
H -1.93 3.23 0.28
H 1.21 4.67 -0.55
H 0.82 3.12 -1.35
H 2.34 3.30 -0.45
H 1.24 4.84 2.57
H 2.36 3.46 2.62
H 0.84 3.40 3.55

***

[5]
42
Properties=species:S:1:pos:R:3 method="wB97M-V/def2-TZVPD" homo_ev="-11.27 / -11.27" e_lumo_ev="-5.03 / -5.03" e_tot_ev=-158807.561 e_above_lowest_ev=0.089 gap_ev="6.2 / 6.2" total_charge=+1
Au -1.03 -0.37 -0.44
O -0.32 4.69 -0.14
C -1.07 3.87 0.74
C -0.09 2.93 1.44
C 0.75 3.78 2.43
O 0.01 4.30 3.52
C -0.78 1.83 2.24
Se -2.17 0.82 1.33
C 0.88 2.28 0.46
Se 0.16 1.67 -1.25
H -0.87 5.40 -0.48
H -1.83 3.30 0.23
H -1.57 4.49 1.49
H 1.25 4.57 1.86
H 1.52 3.14 2.86
H -0.51 5.05 3.23
H -1.25 2.27 3.12
H -0.05 1.10 2.59
H 1.36 1.41 0.91
H 1.66 2.99 0.17
N 0.74 -3.19 -1.44
C 0.13 -2.51 -2.48
C 0.41 -2.99 -3.77
C -0.15 -2.37 -4.86
C -1.02 -1.29 -4.66
C -1.25 -0.88 -3.38
N -0.68 -1.47 -2.30
C 0.61 -3.16 -0.05
C 1.39 -4.07 0.67
C 1.32 -4.08 2.04
C 0.46 -3.20 2.69
C -0.28 -2.34 1.92
N -0.20 -2.31 0.57
H 1.36 -3.91 -1.75
H 1.06 -3.84 -3.90
H 0.06 -2.72 -5.86
H -1.49 -0.78 -5.49
H -1.91 -0.05 -3.17
H 2.04 -4.76 0.15
H 1.92 -4.78 2.61
H 0.37 -3.18 3.77
H -0.98 -1.64 2.36

***

[6]
42
Properties=species:S:1:pos:R:3 method="wB97M-V/def2-TZVPD" homo_ev="-10.58 / -10.58" e_lumo_ev="-4.41 / -4.41" e_tot_ev=-295500.606 gap_ev="6.2 / 6.2" total_charge=+1
Au 1.24 -0.42 0.14
N 0.56 -2.50 -0.22
C -0.63 -2.39 -1.04
C -0.65 -3.02 -2.28
C -1.77 -2.88 -3.09
C -2.84 -2.13 -2.66
C -2.81 -1.50 -1.42
C -1.70 -1.62 -0.59
C -1.67 -0.94 0.73
C -2.80 -0.98 1.55
C -2.80 -0.37 2.80
C -1.66 0.27 3.26
C -0.52 0.31 2.46
C -0.53 -0.29 1.21
H 0.35 -2.87 0.70
H 1.25 -3.11 -0.66
H 0.19 -3.61 -2.60
H -1.79 -3.37 -4.06
H -3.72 -2.02 -3.29
H -3.65 -0.90 -1.10
H -3.68 -1.51 1.22
H -3.68 -0.41 3.42
H -1.65 0.73 4.24
H 0.39 0.77 2.84
Se 5.29 0.79 0.59
Sb 3.71 -0.90 -0.51
Se 4.71 -2.37 -2.00
Se 3.95 0.50 2.52
Se 3.44 -1.74 2.00
C 1.43 3.28 1.53
Sb 1.14 2.10 -0.18
C 2.47 2.87 -1.62
C -0.78 2.61 -0.86
H 1.30 4.32 1.24
H 2.44 3.13 1.92
H 0.69 3.03 2.29
H 2.13 3.88 -1.87
H 2.46 2.25 -2.51
H 3.47 2.91 -1.20
H -0.83 3.69 -1.01
H -1.50 2.31 -0.10
H -0.99 2.10 -1.79

***

[7]
45
Properties=species:S:1:pos:R:3 method="wB97M-V/def2-TZVPD" homo_ev=-4.56 e_lumo_ev=-0.08 e_tot_ev=-57408.676 gap_ev=4.5 total_charge=-1
C -1.73 2.00 0.35
N -2.05 0.80 -0.44
C -1.18 -0.32 -0.03
C -1.42 -0.79 1.41
C -1.26 -2.33 1.67
O -0.75 -2.45 3.00
B -0.40 -1.07 3.45
C -1.37 -0.84 4.78
C -2.85 -1.12 4.48
O -3.67 -0.98 5.35
C 1.18 -1.07 3.92
Cl 1.64 -1.51 5.60
C 2.22 -0.80 3.16
C 3.66 -0.82 3.66
Cl 2.03 -0.40 1.45
O -0.86 -0.07 2.48
H -0.66 2.04 0.64
H -1.97 2.92 -0.20
H -2.34 1.97 1.26
H -1.78 0.98 -1.41
H -1.44 -1.17 -0.68
H -0.14 -0.06 -0.26
H -2.52 -0.65 1.51
H -0.56 -2.84 0.97
H -2.23 -2.85 1.62
H -1.12 -1.50 5.62
H -1.28 0.21 5.13
H -3.20 -1.48 3.49
H 3.77 -0.24 4.58
H 3.94 -1.86 3.90
H 4.37 -0.46 2.90
C 2.36 1.43 -5.65
C 2.10 1.25 -4.35
C 0.71 0.99 -3.86
O 0.54 0.81 -2.67
C -0.37 0.97 -4.83
C -0.11 1.16 -6.13
C 1.29 1.39 -6.63
O 1.47 1.53 -7.82
O -1.07 1.15 -7.06
O 3.06 1.28 -3.42
H 3.36 1.61 -6.02
H -1.37 0.80 -4.46
H -0.62 1.30 -7.91
H 2.62 1.12 -2.57

***

[8]
49
Properties=species:S:1:pos:R:3 method="wB97M-V/def2-TZVPD" homo_ev=-4.84 e_lumo_ev=2.44 e_tot_ev=-71350.138 e_above_lowest_ev=0.543 gap_ev=7.3 total_charge=-1
Pd -0.04 0.02 -0.17
C -2.61 -0.67 3.25
N -1.53 -1.56 2.90
C -1.56 -2.94 2.91
C -0.31 -3.36 2.61
N 0.49 -2.26 2.42
B 2.03 -2.35 2.22
N 2.42 -2.64 0.72
C 2.81 -3.88 0.28
C 3.24 -3.78 -1.00
N 3.09 -2.46 -1.35
C 3.43 -1.87 -2.63
C 2.62 -1.76 -0.28
S 2.30 -0.08 -0.34
C -0.26 -1.15 2.61
S 0.18 0.48 2.49
H -3.55 -1.21 3.15
H -2.60 0.19 2.59
H -2.50 -0.32 4.28
H -2.46 -3.49 3.13
H 0.08 -4.36 2.53
H 2.57 -1.35 2.59
H 2.39 -3.35 2.82
H 2.77 -4.74 0.93
H 3.63 -4.52 -1.68
H 3.54 -2.67 -3.36
H 4.36 -1.31 -2.56
H 2.64 -1.19 -2.94
C -3.07 -2.09 -0.06
C -3.11 -0.60 0.02
N -2.10 0.23 -0.06
C -2.59 1.51 0.09
C -3.95 1.43 0.27
N -4.24 0.10 0.21
C -5.07 2.42 0.51
O -4.74 3.64 0.56
O -6.19 1.91 0.62
C -1.68 2.69 0.05
O -2.24 3.85 0.26
O -0.49 2.57 -0.19
H -2.06 -2.43 0.16
H -3.34 -2.43 -1.05
H -3.75 -2.52 0.67
H -5.20 -0.22 0.32
H -3.28 3.78 0.40
Cl -1.43 -1.15 -2.90
C -0.13 -1.34 -1.64
H 0.78 -1.37 -2.23
H -0.29 -2.33 -1.20